Formula: C6H10
Source: the Open Molecules 2025 dataset
Level of theory: ωB97M-V/def2-TZVPD

Properties
Frontier orbital gap (hartree): 0.378
SMILES string: C[C@@H]1C=CCC1
E_HOMO (eV): -9.1
Relative energy (zero: lowest compared OMol25 entry of this formula, charge and spin) (kcal per mole): 2.70

Each atom is followed by the atoms it is bonded to, with distances in Å.
Element x y z (Å)
1 C -1.210 -1.351 -0.558  C2 1.533, H7 1.096, H8 1.096, H9 1.096
2 C -0.537 0.018 -0.707  C1 1.533, C3 1.512, C6 1.550, H10 1.097
3 C 0.947 -0.118 -0.965  C2 1.512, C4 1.330, H11 1.087
4 C 1.687 0.286 0.062  C3 1.330, C5 1.508, H12 1.087
5 C 0.845 0.821 1.193  C4 1.508, C6 1.548, H13 1.097, H14 1.096
6 C -0.579 0.869 0.588  C2 1.550, C5 1.548, H15 1.095, H16 1.095
7 H -1.068 -1.967 -1.453  C1 1.096
8 H -2.288 -1.246 -0.390  C1 1.096
9 H -0.783 -1.894 0.292  C1 1.096
10 H -1.029 0.551 -1.531  C2 1.097
11 H 1.336 -0.556 -1.881  C3 1.087
12 H 2.771 0.220 0.113  C4 1.087
13 H 0.903 0.159 2.066  C5 1.097
14 H 1.185 1.805 1.535  C5 1.096
15 H -0.847 1.902 0.344  C6 1.095
16 H -1.334 0.501 1.291  C6 1.095